This record from the OMol25 dataset describes a molecular structure, C26H33FN5O4SeSiW. The level of theory is wB97M-V/def2-TZVPD.

Each line ends with the Mulliken charge.
Cartesian coordinates (Å):
1 W 1.2654 1.5417 -2.5396  1.736
2 C -3.9564 -3.8449 -0.7192  -1.011
3 C -2.4736 -4.1334 -0.5585  -0.979
4 N -1.6601 -2.8924 -0.5647  0.098
5 C -1.0472 -2.5468 -1.6839  -0.072
6 C -0.2852 -1.4036 -1.8203  -0.259
7 C 0.4439 -1.2151 -3.0880  -0.206
8 O 0.2261 -1.7596 -4.1209  -0.514
9 O 1.4782 -0.3377 -2.9065  -0.549
10 C -0.1637 -0.4984 -0.7537  1.749
11 O 0.4717 0.6421 -0.8254  -0.916
12 C -0.8256 -0.8719 0.4660  0.721
13 C -0.7628 -0.0663 1.6139  -0.531
14 C -1.3523 -0.4469 2.7761  0.250
15 F -1.2087 0.3555 3.8400  -0.315
16 C -2.0788 -1.6586 2.9087  -1.118
17 C -2.1755 -2.4340 1.7595  -0.605
18 C -1.5567 -2.0748 0.5572  0.139
19 N -2.6774 -2.0561 4.0963  0.168
20 C -2.7472 -3.4631 4.4738  -0.712
21 C -4.1707 -3.8087 4.9076  -0.731
22 N -4.7590 -2.6224 5.6423  -0.115
23 C -3.6905 -1.8129 6.3160  -0.882
24 C -2.8003 -1.1606 5.2558  -0.654
25 H -4.5084 -4.7836 -0.7071  0.391
26 H -4.1528 -3.3549 -1.6724  0.357
27 H -4.3423 -3.2076 0.0765  0.334
28 H -2.1110 -4.7417 -1.3838  0.469
29 H -2.2456 -4.6817 0.3533  0.449
30 H -1.1432 -3.2126 -2.5333  0.568
31 H -0.2164 0.8607 1.5952  0.146
32 H -2.7684 -3.3332 1.7902  0.661
33 H -2.0393 -3.6640 5.2835  0.335
34 H -2.4590 -4.1109 3.6530  0.468
35 H -4.1853 -4.6626 5.5819  0.383
36 H -4.8217 -4.0133 4.0605  0.427
37 H -5.4470 -2.9413 6.3275  0.363
38 H -5.2626 -2.0273 4.9821  0.383
39 H -3.1434 -2.4965 6.9616  0.382
40 H -4.1617 -1.0571 6.9400  0.418
41 H -1.8404 -0.9380 5.7263  0.392
42 H -3.2412 -0.2190 4.9335  0.532
43 C 0.6724 3.1834 0.9705  -1.332
44 C 1.5941 3.7696 -0.0412  0.846
45 C 2.1394 5.0273 0.0986  -0.803
46 C 3.0049 5.5306 -0.8731  -0.588
47 C 3.3380 4.7740 -1.9806  -0.805
48 C 2.7977 3.5057 -2.0496  0.546
49 N 1.9503 3.0169 -1.1113  0.046
50 N 2.8778 2.5534 -3.0530  0.299
51 Si 4.3949 2.2833 -4.0587  -0.246
52 C 4.2637 3.3276 -5.5780  -0.907
53 C 4.4360 0.4578 -4.3973  -0.957
54 C 5.8010 2.7534 -2.9486  -1.060
55 H 0.5453 3.8638 1.8080  0.477
56 H 1.1010 2.2505 1.3334  0.371
57 H -0.3052 2.9761 0.5310  0.292
58 H 1.8971 5.6152 0.9716  0.436
59 H 3.4128 6.5269 -0.7616  0.477
60 H 3.9755 5.1515 -2.7660  0.520
61 H 3.3717 3.1225 -6.1715  0.337
62 H 5.1277 3.1270 -6.2170  0.375
63 H 4.2763 4.3941 -5.3457  0.337
64 H 3.7079 0.0807 -5.1145  0.347
65 H 4.3875 -0.1464 -3.4894  0.292
66 H 5.4190 0.2750 -4.8438  0.459
67 H 5.8887 3.8277 -2.7872  0.376
68 H 6.7288 2.4277 -3.4260  0.416
69 H 5.7493 2.2581 -1.9771  0.357
70 O 1.3368 1.3267 -5.8470  -0.139
71 C 1.3525 1.3711 -4.7311  0.152
72 Se -0.6467 2.5230 -3.1450  -0.067

The calculation puts the HOMO energy at -16.150 eV. As for the net charge: +3. The calculation puts the energy above the lowest of the compared OMol25 structures with the same formula, charge and spin at 5.3 kcal/mol. As for the spin multiplicity: 1. For the LUMO energy, the calculation gives -9.42 eV. The molar mass is 789.47 g mol⁻¹. For the gap between HOMO and LUMO, the calculation gives 6.73 eV.